[1]
{"formula": "C20H22AsO8W", "method": "the ωB97M-V functional and the def2-TZVPD basis", "multiplicity": 1, "gap_ev": 4.7, "total_energy_ha": -3678.943381, "charge": 3, "species": ["W", "O", "C", "C", "O", "C", "C", "O", "C", "O", "O", "C", "C", "O", "C", "C", "C", "C", "C", "C", "O", "H", "H", "H", "H", "H", "H", "H", "O", "C", "C", "C", "As", "C", "C", "C", "C", "H", "H", "H", "H", "H", "H", "H", "H", "H", "H", "H", "H", "H", "H", "H"], "xyz": [[-0.00319, 0.12855, -0.42257], [4.38680, 2.04245, -4.16693], [3.43484, 1.69872, -3.56453], [2.84317, 0.24514, -3.51012], [3.01356, -0.66905, -4.24017], [1.91324, 0.31774, -2.31811], [1.77619, 1.56657, -1.83536], [1.02976, 1.66385, -0.67158], [2.58326, 2.59734, -2.59359], [2.51744, 3.77484, -2.51589], [1.29977, -0.64687, -1.56959], [-2.23278, 2.04938, -3.50116], [-2.04258, 1.53566, -2.12729], [-1.06329, 0.67557, -2.01388], [-2.86108, 1.88219, -1.01642], [-4.03171, 2.63856, -1.23028], [-4.90738, 2.90685, -0.19072], [-4.62487, 2.44550, 1.08630], [-3.45120, 1.72239, 1.35582], [-2.60367, 1.46861, 0.31800], [-1.42330, 0.77999, 0.55035], [-1.43668, 1.70481, -4.15405], [-2.27398, 3.14112, -3.49610], [-3.18921, 1.68818, -3.89539], [-4.26341, 2.99996, -2.22311], [-5.81092, 3.47038, -0.37853], [-5.31241, 2.64803, 1.89806], [-3.21391, 1.39266, 2.35810], [-2.70767, -1.88554, -1.18848], [-1.66231, -1.57626, -0.96569], [2.27997, 0.58256, 2.40291], [2.43751, -0.77167, 1.71652], [0.74014, -1.65380, 1.28305], [-0.15254, -1.94097, 2.98356], [0.78271, -2.66649, 3.94872], [1.17700, -3.37501, 0.47003], [2.58819, -3.84563, 0.81460], [3.26022, 1.04009, 2.53217], [1.83904, 0.47905, 3.39459], [1.67000, 1.30212, 1.84806], [2.92912, -1.49012, 2.37438], [3.01566, -0.71632, 0.79357], [-1.04289, -2.53071, 2.75887], [-0.47857, -0.97067, 3.35860], [1.04080, -3.66793, 3.60668], [0.24523, -2.77651, 4.89158], [1.69402, -2.11098, 4.16300], [1.05874, -3.26571, -0.60822], [0.40295, -4.05309, 0.83441], [3.35141, -3.24148, 0.32673], [2.69287, -4.86576, 0.44396], [2.78595, -3.86830, 1.88515]], "atomic_forces_ev_per_a": [[-1.6, -0.3, -0.2], [-0.1, 0.0, -0.1], [0.1, 0.0, 0.0], [-0.2, 0.0, 0.1], [0.2, 0.0, 0.0], [0.3, -0.1, 0.0], [0.2, 0.3, 0.4], [0.4, -0.4, -0.2], [-0.2, -0.2, 0.0], [0.1, 0.0, 0.1], [-0.3, 0.5, -0.3], [-0.1, 0.0, 0.0], [0.1, -0.2, 0.0], [-0.1, 0.1, -0.1], [-0.1, 0.1, 0.0], [-0.1, 0.0, 0.0], [0.1, 0.0, -0.1], [0.1, -0.1, 0.1], [-0.1, 0.1, 0.0], [0.1, -0.2, 0.0], [0.5, 0.5, -0.3], [0.0, 0.0, 0.0], [0.0, 0.0, 0.0], [0.0, 0.0, 0.0], [0.0, 0.0, 0.0], [0.0, 0.0, 0.0], [0.0, 0.0, 0.0], [0.0, 0.0, 0.0], [0.1, -0.3, -0.1], [0.3, 0.5, 0.3], [-0.1, 0.0, 0.2], [0.0, 0.3, -0.1], [1.0, -0.6, 0.6], [-0.4, 0.1, -0.1], [-0.1, 0.0, 0.1], [-0.1, 0.0, -0.2], [0.0, 0.0, 0.0], [0.0, 0.0, 0.0], [0.0, 0.0, 0.0], [0.0, 0.0, -0.1], [0.0, 0.0, -0.1], [0.0, 0.0, 0.0], [0.0, 0.0, 0.1], [0.1, 0.0, 0.0], [0.0, 0.0, 0.0], [0.0, 0.0, 0.0], [0.0, 0.0, 0.0], [0.0, 0.0, 0.0], [0.0, 0.0, 0.0], [0.0, 0.0, 0.0], [0.0, 0.0, 0.0], [0.0, 0.0, 0.0]], "nbo_charge": [2.0290, -0.2911, 0.3894, 0.4267, -0.3378, 0.1861, 0.1617, -0.5660, 0.4294, -0.3410, -0.5931, -0.7278, 0.6740, -0.6667, -0.3059, 0.0258, -0.2056, -0.0406, -0.2138, 0.3146, -0.5764, 0.2785, 0.2975, 0.3049, 0.2470, 0.2802, 0.2745, 0.2697, -0.2835, 0.5896, -0.6328, -0.6778, 1.1073, -0.6596, -0.6368, -0.6567, -0.6309, 0.2807, 0.2403, 0.1915, 0.2825, 0.2497, 0.2599, 0.2545, 0.2362, 0.2830, 0.2268, 0.2528, 0.2619, 0.2297, 0.2804, 0.2283]}

=====

[2]
{"formula": "C18H20N4O4S2", "method": "the ωB97M-V functional and the def2-TZVPD basis", "multiplicity": 1, "gap_ev": 9.4, "total_energy_ha": -2014.295965, "smiles": "CCN(CC)S(=O)(=O)c1cccc(NC(=O)COc2ncnc3sccc23)c1", "charge": 0, "species": ["C", "C", "N", "C", "C", "S", "O", "O", "C", "C", "C", "C", "C", "N", "C", "O", "C", "O", "C", "N", "C", "N", "C", "S", "C", "C", "C", "C", "H", "H", "H", "H", "H", "H", "H", "H", "H", "H", "H", "H", "H", "H", "H", "H", "H", "H", "H", "H"], "xyz": [[5.39523, 2.79271, 0.45028], [5.11934, 1.34396, 0.84197], [4.04887, 0.72438, 0.08398], [4.25095, 0.59998, -1.34855], [3.45935, -0.57497, -1.90671], [2.50217, 1.22051, 0.50549], [1.88139, 1.95775, -0.56249], [2.55274, 1.82967, 1.80304], [1.63678, -0.34067, 0.68527], [2.22907, -1.37488, 1.38306], [1.53041, -2.56181, 1.53570], [0.26057, -2.71005, 1.00431], [-0.33112, -1.65676, 0.31041], [-1.60765, -1.73544, -0.24560], [-2.46800, -2.78511, -0.26845], [-2.25605, -3.88910, 0.17146], [-3.78919, -2.45076, -0.97423], [-3.99812, -1.06143, -1.15958], [-4.63336, -0.40290, -0.17609], [-5.05479, -1.05048, 0.89218], [-5.69151, -0.36015, 1.83368], [-5.95217, 0.92392, 1.82721], [-5.52424, 1.58340, 0.75817], [-5.73332, 3.28172, 0.50024], [-4.90885, 3.16597, -1.02089], [-4.49361, 1.91805, -1.32955], [-4.83774, 0.98338, -0.31648], [0.37129, -0.46188, 0.15543], [5.74103, 2.86211, -0.57863], [6.15560, 3.21373, 1.10294], [4.48044, 3.37092, 0.55554], [6.01642, 0.72919, 0.71605], [4.80665, 1.30649, 1.88609], [5.31864, 0.44048, -1.51785], [3.94146, 1.51876, -1.86102], [3.66759, -1.47813, -1.33828], [3.73419, -0.73931, -2.94588], [2.39491, -0.36676, -1.85660], [3.21800, -1.23939, 1.78877], [1.97572, -3.38394, 2.07461], [-0.28008, -3.63451, 1.12251], [-1.93025, -0.88675, -0.69623], [-4.60515, -2.89046, -0.39421], [-3.76775, -2.89545, -1.97344], [-6.02487, -0.92578, 2.69173], [-4.78271, 4.05861, -1.60155], [-3.96999, 1.65316, -2.22947], [-0.04829, 0.37798, -0.37834]], "atomic_forces_ev_per_a": [[0.0, -0.3, 0.0], [0.2, 0.4, 0.5], [-1.0, 0.2, 0.4], [-0.2, -0.2, -0.6], [0.2, 0.1, -0.1], [-0.1, -0.4, 0.1], [0.1, -0.3, -0.1], [0.3, -0.1, 0.1], [0.1, 0.4, -0.1], [0.1, -0.1, 0.1], [0.1, 0.3, 0.0], [-0.2, -0.1, 0.0], [0.5, -0.1, 0.2], [-0.1, 0.5, -0.2], [-0.4, 0.4, -0.2], [0.0, -0.3, 0.0], [-0.1, -0.7, 0.1], [0.0, 0.3, -0.2], [-0.4, 0.4, 0.6], [0.5, -0.3, -0.7], [-0.1, 0.2, 0.2], [-0.3, 0.3, 0.5], [0.4, -0.3, -0.5], [0.1, -0.2, -0.1], [-0.1, -0.1, 0.2], [0.0, 0.2, -0.2], [-0.2, -0.2, 0.5], [-0.1, 0.0, 0.0], [0.0, 0.1, -0.1], [0.1, 0.1, 0.0], [0.0, 0.1, 0.0], [-0.1, 0.0, 0.0], [0.3, 0.0, 0.0], [-0.1, 0.1, 0.1], [0.2, -0.1, 0.0], [0.0, -0.1, 0.0], [0.0, 0.0, -0.1], [-0.1, -0.1, -0.1], [0.1, -0.1, 0.1], [0.0, -0.1, 0.0], [0.0, 0.0, 0.0], [0.0, -0.3, 0.1], [0.2, 0.0, -0.1], [0.0, 0.1, 0.1], [0.0, 0.0, 0.1], [0.1, 0.1, -0.2], [0.1, 0.0, -0.2], [-0.1, 0.1, -0.1]], "nbo_charge": [-0.6313, -0.2151, -0.6885, -0.2268, -0.6170, 2.3137, -0.9492, -0.9363, -0.3221, -0.2015, -0.1888, -0.2220, 0.1451, -0.6040, 0.6633, -0.5929, -0.1756, -0.4925, 0.5616, -0.5308, 0.2718, -0.4598, 0.0526, 0.4409, -0.3718, -0.2288, -0.2109, -0.1829, 0.2026, 0.2172, 0.2215, 0.1967, 0.2296, 0.2036, 0.2050, 0.2124, 0.2159, 0.2156, 0.2311, 0.2214, 0.2584, 0.4130, 0.2447, 0.2199, 0.1857, 0.2408, 0.2341, 0.2306]}

=====

[3]
{"formula": "C11H21ClN2", "method": "the ωB97M-V functional and the def2-TZVPD basis", "multiplicity": 1, "gap_ev": 9.3, "total_energy_ha": -1001.310518, "smiles": "C=C(C)N(C#N)C(C)(C)C.CC(C)Cl", "charge": 0, "species": ["C", "C", "C", "N", "C", "N", "C", "C", "C", "C", "H", "H", "H", "H", "H", "H", "H", "H", "H", "H", "H", "H", "H", "H", "C", "C", "C", "Cl", "H", "H", "H", "H", "H", "H", "H"], "xyz": [[-0.30091, 1.53144, 1.61906], [0.63483, 1.32602, 0.73907], [0.64004, 2.30832, -0.40402], [1.24231, 0.03196, 0.57539], [0.80274, -0.92017, 1.35868], [0.39720, -1.59686, 2.20238], [2.27122, -0.49721, -0.47199], [1.54130, -0.34872, -1.81434], [3.58176, 0.20142, -0.36535], [2.48190, -2.01462, -0.25937], [-0.53886, 0.99183, 2.43954], [-0.61403, 2.55678, 1.60924], [0.86248, 3.35819, 0.07256], [-0.38531, 2.27331, -0.77662], [1.38173, 1.98985, -1.09088], [0.55235, 0.01312, -1.61341], [2.19564, 0.33950, -2.49570], [1.49066, -1.25050, -2.46609], [3.53210, 1.27221, -0.83524], [4.51506, -0.25742, -0.79098], [3.90612, 0.40055, 0.64322], [2.68027, -2.27021, 0.87916], [1.61215, -2.66838, -0.63015], [3.32987, -2.17437, -0.91341], [-2.98105, -1.36046, 1.05516], [-3.02257, -0.03713, 0.26879], [-4.37547, 0.18659, -0.44669], [-1.87537, -0.06354, -1.19422], [-3.74679, -1.30428, 1.83851], [-2.88643, -2.17071, 0.28297], [-1.92947, -1.29563, 1.58980], [-2.84696, 0.81283, 0.98313], [-5.24807, 0.06094, 0.25284], [-4.43145, -0.68219, -1.10308], [-4.46898, 1.25753, -0.73795]], "atomic_forces_ev_per_a": [[0.4, 2.4, 0.2], [0.1, -1.6, -1.8], [0.6, 1.6, 2.0], [1.5, 0.0, -0.9], [-0.4, 0.3, 1.6], [-0.2, -0.5, -0.1], [-2.0, -1.0, 0.1], [2.4, 0.8, -2.4], [1.7, 3.1, -0.9], [-0.9, -0.7, 1.8], [-0.7, -2.0, 2.3], [-0.7, 0.3, 0.1], [-0.3, -1.9, -1.3], [0.5, 0.3, -0.5], [0.5, 0.5, -1.0], [-0.2, 0.2, -0.5], [-1.6, -0.6, 1.1], [0.0, 0.2, 1.0], [0.0, -1.8, 0.7], [-1.4, -0.1, -0.2], [-0.3, -0.1, 0.7], [0.0, 0.3, -2.5], [1.2, 1.2, 0.7], [0.3, -0.7, 0.2], [3.6, 1.3, -0.4], [-1.6, 0.5, 0.2], [-0.5, 0.1, 2.1], [-0.1, 0.1, 1.2], [0.0, -0.7, -0.5], [-0.8, 0.3, 1.3], [-2.1, -0.6, -0.8], [0.5, -0.6, -1.1], [0.9, 0.0, -0.2], [-0.4, 0.8, -0.9], [0.2, -1.1, -0.9]], "nbo_charge": [-0.4807, 0.2222, -0.6588, -0.5157, 0.4598, -0.4127, 0.1412, -0.6415, -0.6435, -0.6287, 0.2127, 0.1979, 0.2280, 0.2484, 0.2160, 0.2442, 0.2062, 0.2245, 0.2120, 0.2345, 0.2331, 0.2398, 0.2315, 0.2233, -0.6673, -0.1275, -0.6448, -0.1307, 0.2285, 0.2275, 0.2500, 0.2149, 0.2054, 0.2237, 0.2263]}

=====

Number 1: E_LUMO -13.09 eV, HOMO level -0.6522 Eh. Number 2: E_LUMO 0.44 eV, HOMO level -0.3285 Eh. Number 3: E_LUMO 0.75 eV, HOMO level -0.3133 Eh.